{
  "formula": "C8H13N3O2",
  "method": "wB97M-V/def2-TZVPD",
  "smiles": "O/N=C\\n1cccn1.C=C(C)OC",
  "relative_energy_kj_mol": 448.0,
  "homo_energy_ha": -0.319,
  "fmax_ev_per_a": 4.65,
  "orbital_gap_ev": 9.49,
  "total_energy_ev": -17067.085,
  "elements": ["O", "N", "C", "N", "C", "C", "C", "N", "H", "H", "H", "H", "H", "C", "C", "C", "O", "C", "H", "H", "H", "H", "H", "H", "H", "H"],
  "positions_angstrom": [[-2.987, -2.763, -1.003], [-2.261, -2.589, 0.130], [-1.836, -1.524, 0.666], [-1.877, -0.306, 0.086], [-1.455, 0.831, 0.661], [-1.635, 1.821, -0.271], [-2.147, 1.201, -1.411], [-2.228, -0.125, -1.124], [-3.368, -1.959, -1.404], [-1.446, -1.682, 1.617], [-1.297, 0.810, 1.736], [-1.532, 2.846, -0.145], [-2.420, 1.424, -2.370], [2.170, 0.619, -1.119], [2.075, 0.665, 0.249], [2.382, 1.803, 1.149], [1.744, -0.444, 1.001], [1.664, -1.659, 0.292], [2.270, 1.358, -1.863], [2.002, -0.325, -1.598], [1.571, 1.587, 1.899], [2.290, 2.762, 0.624], [3.388, 1.539, 1.646], [2.385, -1.760, -0.449], [0.725, -1.704, -0.056], [1.822, -2.426, 1.055]],
  "lowdin_charge": [-0.04, 0.00, -0.16, -0.16, -0.06, -0.05, -0.07, 0.07, 0.08, 0.12, 0.13, 0.08, 0.08, 0.06, -0.44, -0.03, -0.12, -0.07, 0.04, 0.03, 0.09, 0.09, 0.12, 0.07, 0.04, 0.11]
}